Entry 1:
{"formula": "C12H13Br2N3S", "method": "the ωB97M-V functional and the def2-TZVPD basis", "elements": ["S", "C", "C", "C", "C", "Br", "C", "C", "C", "Br", "N", "C", "N", "C", "C", "N", "C", "C", "H", "H", "H", "H", "H", "H", "H", "H", "H", "H", "H", "H", "H"], "coordinates": [[-0.45380, -0.67587, 3.10190], [-0.34194, -0.58060, 1.44191], [-1.10535, -1.67244, 0.68898], [-0.41593, -2.91221, 0.48767], [-0.92415, -3.97945, -0.23804], [0.00909, -5.62104, -0.26998], [-2.06605, -3.66861, -1.04715], [-2.70355, -2.44086, -0.84769], [-2.36598, -1.48407, 0.05228], [-3.36244, 0.08814, 0.38647], [0.39371, 0.35977, 0.72827], [1.01241, 0.16972, -0.58008], [1.45883, 1.44648, -1.15007], [0.41935, 2.46645, -1.32154], [0.36025, 3.16636, 0.00312], [1.44847, 2.61663, 0.78173], [2.37156, 2.16919, -0.23620], [1.08256, 1.43869, 1.58893], [0.52408, -3.05048, 1.00026], [-2.47865, -4.38915, -1.69640], [-3.50489, -2.35113, -1.43204], [0.42040, -0.28966, -1.42760], [1.93406, -0.35861, -0.48811], [-0.57910, 2.07897, -1.54811], [0.64498, 3.08219, -2.12260], [-0.59863, 2.77887, 0.47268], [0.46819, 4.28717, -0.21164], [3.24781, 1.49011, 0.16882], [2.87263, 3.01072, -0.69668], [1.93517, 1.09904, 2.15110], [0.29689, 1.72567, 2.25980]], "atomic_forces_ev_per_a": [[0.1, 0.4, -0.8], [0.1, 0.0, -0.2], [0.8, -0.2, -1.1], [-0.4, 0.8, 0.9], [-1.4, 1.7, -1.3], [-0.3, 0.2, -0.1], [1.9, 0.2, 2.4], [1.5, -1.9, 0.6], [2.7, 0.4, 1.3], [0.1, -0.3, -0.3], [-0.5, -0.7, 2.0], [-0.2, 1.2, -1.9], [0.7, 0.1, -0.9], [-1.0, -2.2, 0.2], [-1.6, 0.9, 0.8], [1.1, -0.5, 1.6], [1.3, -2.1, 0.6], [-1.5, 0.7, -1.7], [0.1, 0.1, 0.1], [-0.4, -0.6, -0.7], [-3.4, 0.8, -2.1], [0.0, 0.1, 1.6], [0.6, -0.9, 0.3], [0.3, -0.5, -0.1], [0.8, 1.3, -1.5], [0.9, 1.5, -0.2], [-0.4, -1.4, 1.1], [-1.9, 1.1, -0.6], [-0.2, 0.2, -0.5], [0.3, -0.5, 0.0], [-0.2, 0.2, 0.6]], "homo_ha": -0.3062, "max_force_ev_per_a": 4.0, "smiles": "S=C(c1cc(Br)ccc1Br)N1CN2CCN(C2)C1", "spin_multiplicity": 1, "e_lumo_ev": 0.260, "molar_mass_g_mol": 391.1}


Entry 2:
{"formula": "C19H31ClFNO3P2", "method": "the ωB97M-V functional and the def2-TZVPD basis", "elements": ["C", "C", "C", "Cl", "P", "C", "C", "C", "F", "C", "O", "O", "P", "N", "O", "H", "H", "H", "H", "H", "H", "H", "H", "H", "H", "H", "H", "H", "H", "H", "H", "H", "H", "H", "C", "C", "C", "C", "C", "C", "H", "H", "H", "H", "H", "H", "C", "C", "C", "C", "C", "C", "H", "H", "H", "H", "H", "H"], "coordinates": [[-4.81400, 2.76840, 0.32120], [-3.95927, 2.63916, -0.99335], [-2.50108, 2.15965, -0.60165], [-1.77924, 3.54506, 0.34556], [-1.46211, 1.95321, -2.19598], [0.17257, 1.72293, -1.29375], [0.11169, 0.74840, -0.07609], [1.54623, 0.20764, 0.27454], [2.56583, 1.00315, -0.25866], [-2.42265, 0.42038, -2.75495], [-2.46686, -0.62476, -1.76899], [-2.85253, -1.80515, -2.43044], [-0.43390, 1.90342, -4.21074], [-1.49783, 2.85918, -5.27039], [0.99123, 2.82738, -4.13937], [-5.52459, 1.90790, 0.33973], [-5.45791, 3.67395, 0.33228], [-4.21691, 2.68729, 1.24862], [-3.89010, 3.58574, -1.57184], [-4.46192, 1.87632, -1.62934], [-2.61650, 1.22398, -0.01778], [-1.83800, 3.32675, -2.53056], [0.60217, 2.71339, -1.04300], [0.89165, 1.27101, -2.01833], [-0.54190, -0.13390, -0.22472], [-0.25076, 1.25866, 0.84266], [1.68064, 0.24864, 1.37445], [1.69196, -0.84631, -0.04863], [-3.45414, 0.64361, -3.11602], [-1.88665, 0.00019, -3.64214], [-2.15910, -2.46611, -2.29286], [-1.13440, 3.81681, -5.33949], [-2.35234, 2.97969, -4.70712], [1.75000, 2.25088, -4.22846], [4.70263, -0.54923, 5.09930], [4.61809, -0.45243, 3.71562], [3.94113, 0.61242, 3.13312], [3.34484, 1.57885, 3.93467], [3.42187, 1.47715, 5.31852], [4.10181, 0.41435, 5.90098], [5.23583, -1.37569, 5.55324], [5.08070, -1.20687, 3.09057], [3.87867, 0.68991, 2.05392], [2.81943, 2.41048, 3.48042], [2.95246, 2.22722, 5.94364], [4.16377, 0.33647, 6.97963], [0.44282, -6.18788, 0.36394], [0.14067, -5.92649, -0.96684], [0.01126, -4.61456, -1.40534], [0.17997, -3.56385, -0.51111], [0.47351, -3.82538, 0.82165], [0.60649, -5.13714, 1.25906], [0.55009, -7.21043, 0.70413], [0.00692, -6.74562, -1.66281], [-0.22070, -4.41094, -2.44443], [0.08145, -2.53940, -0.85370], [0.59953, -3.00621, 1.52014], [0.83747, -5.34130, 2.29730]], "atomic_forces_ev_per_a": [[-0.8, -0.5, -0.5], [0.4, -0.4, 1.0], [-1.7, 0.4, -0.8], [-0.1, -0.7, -0.1], [0.5, 1.0, 1.1], [0.3, -1.2, -0.4], [0.8, 0.3, 0.7], [-0.6, -0.2, 0.7], [-0.3, -0.2, 0.0], [0.0, -1.2, -1.2], [0.6, 1.0, 0.6], [-1.0, -0.5, -0.8], [1.4, -0.9, -2.0], [0.5, 0.2, 1.6], [-1.5, 0.5, 0.3], [0.5, 0.6, 0.1], [0.6, -0.4, 0.1], [-0.2, 0.4, -0.6], [0.0, -0.5, 0.4], [0.5, 0.5, 0.3], [0.4, 0.7, 0.1], [-0.3, -0.1, 0.3], [-0.5, -0.6, -0.1], [-0.6, 0.4, 0.4], [0.3, 0.6, -0.2], [0.0, -0.1, -0.8], [-0.1, -0.2, -0.6], [0.1, 0.7, -0.1], [0.6, 0.2, 0.4], [-0.3, 0.4, 0.7], [0.4, 0.4, 0.4], [0.0, -0.3, -0.1], [0.0, 0.1, -0.4], [0.1, -0.2, -0.1], [0.0, 0.0, 0.0], [0.0, 0.0, 0.0], [0.0, 0.0, 0.0], [0.0, -0.1, 0.0], [0.0, 0.0, 0.0], [0.0, 0.0, -0.1], [0.0, 0.0, 0.0], [0.0, 0.0, 0.0], [0.0, 0.0, 0.0], [0.0, 0.0, 0.0], [0.0, 0.0, 0.0], [0.0, 0.0, 0.0], [0.0, 0.1, 0.0], [0.0, 0.0, 0.0], [0.0, 0.0, 0.1], [0.0, -0.1, 0.0], [0.0, 0.0, 0.0], [0.0, 0.0, -0.1], [0.0, 0.0, 0.0], [0.0, 0.0, 0.0], [0.0, 0.0, 0.0], [0.0, 0.0, 0.0], [0.0, 0.0, 0.0], [0.0, 0.0, 0.0]], "homo_ha": -0.2636, "max_force_ev_per_a": 2.6, "smiles": "CC[C@H](Cl)[PH](CCCF)(COO)P(N)O.c1ccccc1.c1ccccc1", "e_above_lowest_ev": 1.285, "spin_multiplicity": 1, "e_lumo_ev": 0.532, "molar_mass_g_mol": 437.9}


Entry 3:
{"formula": "ArH22O11", "method": "the ωB97M-V functional and the def2-TZVPD basis", "elements": ["Ar", "O", "H", "H", "O", "H", "H", "O", "H", "H", "O", "H", "H", "O", "H", "H", "O", "H", "H", "O", "H", "H", "O", "H", "H", "O", "H", "H", "O", "H", "H", "O", "H", "H"], "coordinates": [[-0.01711, 0.33723, 0.52441], [-1.18177, 1.30753, -3.03541], [-1.75192, 1.80911, -3.61813], [-0.71980, 1.97062, -2.52244], [2.86024, 1.91181, -1.05624], [2.46995, 2.09657, -0.20198], [3.69220, 2.38510, -1.04741], [-3.63281, 1.98861, -0.64624], [-3.00310, 2.37087, -0.03503], [-3.37743, 1.06829, -0.70962], [-3.76523, -0.84333, -0.21958], [-4.71165, -0.94070, -0.32467], [-3.64220, -0.69135, 0.71744], [1.53688, 0.35514, 3.05630], [1.55239, 1.23545, 2.68076], [2.44106, 0.19304, 3.32539], [1.04827, -2.72003, -0.26666], [0.99055, -2.92388, -1.20012], [1.54298, -1.90139, -0.22994], [-2.04240, -2.95229, -0.06723], [-1.09449, -2.82016, -0.08237], [-2.40837, -2.08547, -0.24307], [2.23338, 2.87449, 1.86312], [2.91485, 3.13404, 2.48315], [1.67487, 3.64770, 1.78280], [3.16895, -0.81113, -1.06271], [4.00811, -0.88789, -0.60870], [2.92704, 0.10992, -0.96583], [-1.44201, -1.45596, -2.97325], [-1.44719, -0.50425, -3.07555], [-2.32334, -1.72946, -3.22758], [0.69297, -2.18217, 3.66407], [-0.20795, -2.01933, 3.94346], [1.01412, -1.32675, 3.37886]], "atomic_forces_ev_per_a": [[-0.2, 0.0, -0.2], [0.0, 0.1, -0.1], [-0.2, 0.1, -0.2], [0.2, 0.0, 0.2], [-0.2, 0.0, -0.2], [-0.2, 0.2, 0.5], [0.3, 0.1, -0.1], [-0.1, 0.6, -0.1], [0.1, 0.1, 0.1], [0.0, -0.6, -0.1], [0.1, 0.4, -0.2], [-0.3, -0.1, -0.1], [0.0, 0.0, 0.4], [0.1, -0.1, 0.3], [-0.1, 0.4, -0.3], [0.3, -0.1, 0.2], [-0.5, -0.4, 0.3], [0.0, 0.0, -0.3], [0.4, 0.2, -0.2], [-0.1, -0.3, 0.3], [0.6, -0.1, 0.0], [-0.2, 0.0, -0.3], [-0.1, -0.2, -0.2], [0.3, 0.1, 0.2], [-0.3, 0.3, 0.0], [-0.1, -0.7, 0.1], [0.2, -0.2, 0.1], [0.0, 0.7, -0.2], [0.1, -0.5, 0.0], [0.2, 0.5, 0.1], [-0.2, -0.2, 0.1], [0.1, -0.6, 0.2], [-0.2, 0.0, 0.0], [-0.1, 0.3, -0.2]], "homo_ha": -0.3562, "max_force_ev_per_a": 0.8, "e_above_lowest_ev": 1.146, "spin_multiplicity": 1, "e_lumo_ev": -0.570, "molar_mass_g_mol": 238.1}


Entry 4:
{"formula": "C2H3NO3", "method": "the ωB97M-V functional and the def2-TZVPD basis", "elements": ["O", "C", "N", "O", "C", "O", "H", "H", "H"], "coordinates": [[-1.66133, 1.33005, -0.41525], [-0.46192, 1.11416, -0.29887], [0.16890, -0.05007, 0.08186], [1.57946, -0.05210, 0.14272], [-0.43105, -1.24025, 0.44148], [-1.62735, -1.49512, 0.50673], [0.26436, 1.91034, -0.52949], [1.85038, 0.49399, -0.61685], [0.31854, -2.01101, 0.68768]], "atomic_forces_ev_per_a": [[2.2, -0.9, 0.4], [-2.0, 1.4, -0.4], [-0.2, 0.0, -0.1], [-0.6, 0.4, -0.2], [-1.7, -1.8, 0.5], [2.1, 1.1, -0.3], [0.2, -0.1, 0.1], [0.0, -0.4, 0.2], [0.1, 0.3, -0.1]], "homo_ha": -0.3798, "max_force_ev_per_a": 2.6, "smiles": "O=CN(O)C=O", "e_above_lowest_ev": 3.121, "spin_multiplicity": 1, "e_lumo_ev": 0.210, "molar_mass_g_mol": 89.0}


Entry 5:
{"formula": "C6H4NO3", "method": "the ωB97M-V functional and the def2-TZVPD basis", "elements": ["O", "C", "C", "C", "N", "C", "O", "C", "C", "O", "H", "H", "H", "H"], "coordinates": [[-0.39801, -2.13237, -3.04811], [0.30442, -1.88315, -2.13437], [0.64019, -1.46251, -0.97887], [-0.42476, -0.45845, -0.05951], [-0.03022, 0.82566, -0.48196], [0.28912, 1.74640, 0.52120], [0.85525, 2.83164, 0.13654], [-0.16281, 1.23729, 1.68361], [-0.59990, -0.05731, 1.53698], [-0.94433, -0.90016, 2.37910], [1.51420, -1.57802, -0.43661], [-1.42568, -0.80654, -0.28917], [0.32722, 0.86544, -1.49178], [0.05531, 1.77209, 2.66296]], "atomic_forces_ev_per_a": [[1.1, -0.3, -0.5], [-2.7, 0.1, -0.4], [-1.1, 1.1, 3.2], [0.4, 0.5, -0.4], [0.2, -0.3, -3.9], [1.7, 3.2, -4.6], [-1.0, -1.9, 1.5], [0.1, 1.2, 4.0], [1.3, -3.4, 0.8], [-0.4, 0.5, -0.6], [1.7, -0.3, 0.4], [-0.3, 0.0, -0.7], [-0.6, 0.7, 2.6], [-0.7, -1.0, -1.4]], "homo_ha": -0.1439, "total_charge": -1, "max_force_ev_per_a": 5.9, "smiles": "O=C=C[C@@H]1NC([O-])=CC1=O", "e_above_lowest_ev": 1.804, "spin_multiplicity": 1, "e_lumo_ev": 3.099, "molar_mass_g_mol": 138.1}


Entry 6:
{"formula": "C7H32B2FeO13S2", "method": "the ωB97M-V functional and the def2-TZVPD basis", "elements": ["Fe", "S", "O", "O", "O", "O", "S", "O", "O", "O", "O", "B", "H", "H", "H", "H", "B", "H", "H", "H", "H", "C", "O", "H", "H", "H", "H", "C", "O", "H", "H", "H", "H", "C", "O", "H", "H", "H", "H", "C", "O", "H", "H", "H", "H", "C", "C", "C", "O", "H", "H", "H", "H", "H", "H", "H", "H"], "coordinates": [[-0.50475, 1.62335, -2.04170], [-1.78764, 3.42551, -3.59077], [-0.88973, 4.50766, -3.91686], [-1.88844, 3.08786, -2.10508], [-3.12479, 3.56467, -4.15572], [-1.13715, 2.08231, -3.93691], [1.90001, 2.60732, -2.78287], [1.99476, 3.37220, -4.00783], [0.80263, 3.15135, -1.88524], [1.27484, 1.21729, -2.96415], [3.17090, 2.48415, -2.08730], [-1.74870, -0.39986, -2.11655], [-0.73378, -0.19219, -2.69240], [-2.51447, -0.86265, -2.92258], [-1.45637, -1.13723, -1.20794], [-2.16019, 0.62821, -1.69685], [0.04112, 1.16536, 0.18207], [-0.14784, 0.36203, 1.06550], [0.80873, 2.01761, 0.51222], [0.53849, 0.63108, -0.75835], [-0.99248, 1.58350, -0.21554], [-3.40890, -0.34962, 1.31354], [-3.41733, -1.33453, 0.30898], [-4.15916, -0.56821, 2.07907], [-2.43465, -0.24995, 1.80576], [-3.64302, 0.63103, 0.87847], [-2.76092, -1.05648, -0.36908], [0.27573, 2.54287, 3.39146], [-0.01401, 1.18324, 3.62905], [1.29629, 2.68994, 3.02888], [-0.44562, 3.07237, 2.76286], [0.20367, 3.07299, 4.35347], [-0.11102, 0.78032, 2.74922], [1.78425, -1.90430, -3.15620], [2.80271, -0.98241, -2.81699], [0.99692, -1.87077, -2.39509], [1.33949, -1.70216, -4.13551], [2.23554, -2.90287, -3.14473], [2.38130, -0.10083, -2.93032], [3.29273, 0.09866, 1.64462], [3.04689, 1.27152, 0.91789], [3.20952, -0.78459, 0.99049], [4.27722, 0.11848, 2.11808], [2.53950, -0.06005, 2.43569], [2.08349, 1.29103, 0.75246], [-0.23028, -3.35349, 0.99160], [0.11301, -3.53975, 2.45502], [-0.13346, -2.26134, 3.24166], [-0.67595, -4.61014, 3.01384], [0.36828, -2.55246, 0.55944], [-1.28756, -3.14605, 0.82942], [0.01538, -4.28766, 0.47470], [1.15939, -3.82239, 2.57343], [0.33717, -1.42494, 2.72313], [0.28275, -2.33434, 4.24855], [-1.18772, -1.98305, 3.30384], [-1.57675, -4.48966, 2.69812]], "atomic_forces_ev_per_a": [[-0.1, 0.9, -1.4], [0.2, -1.5, 0.0], [-0.5, 0.4, 0.2], [-0.5, 1.3, 1.2], [0.0, 0.1, -0.1], [0.0, 0.0, -1.1], [0.1, 0.5, 0.4], [0.1, -0.4, -0.1], [0.3, 0.5, 0.3], [0.6, -0.6, -0.9], [-0.1, 0.0, -0.1], [-0.2, -0.8, -0.3], [0.8, -0.1, -0.5], [-0.2, -0.1, 0.0], [0.1, -0.3, 0.2], [-0.7, 0.5, 0.4], [0.6, -0.1, 0.7], [-0.2, -0.4, 0.1], [-0.4, 0.5, 0.2], [0.6, -0.8, -0.2], [-0.9, 0.7, 0.5], [0.1, 0.6, -0.2], [-0.1, -0.2, 0.3], [-0.1, -0.2, -0.1], [0.0, -0.1, 0.0], [0.0, 0.0, 0.2], [-0.2, -0.2, 0.1], [0.1, 0.8, 0.8], [-0.2, 0.0, -0.2], [-0.1, 0.0, -0.3], [0.1, -0.4, -0.4], [0.1, -0.3, 0.1], [0.0, 0.0, 0.0], [0.3, 0.2, 0.6], [0.0, -0.3, -0.5], [-0.2, -0.1, -0.2], [0.0, 0.0, 0.0], [-0.1, 0.0, -0.1], [0.1, 0.2, 0.3], [-0.7, -0.4, -0.2], [0.3, -0.2, 0.7], [0.3, 0.0, 0.1], [0.1, 0.1, -0.1], [0.2, 0.1, 0.1], [0.4, 0.3, -0.4], [0.6, -0.6, -0.1], [-1.0, 0.6, 0.1], [0.3, 0.3, -0.1], [0.3, -0.4, 0.1], [-0.2, 0.1, -0.1], [-0.1, 0.2, 0.1], [-0.1, 0.1, -0.2], [0.0, -0.2, 0.0], [0.2, 0.0, 0.1], [-0.1, 0.1, 0.0], [-0.1, -0.3, 0.0], [0.0, 0.1, -0.1]], "homo_ha": [-0.0099, -0.0057], "total_charge": -3, "max_force_ev_per_a": 1.9, "s2": 8.76, "e_above_lowest_ev": 0.000, "spin_multiplicity": 6, "e_lumo_ev": [6.014, 6.014], "molar_mass_g_mol": 465.9}


Entry 7:
{"formula": "C3H5NO2", "method": "the ωB97M-V functional and the def2-TZVPD basis", "elements": ["C", "C", "O", "C", "N", "O", "H", "H", "H", "H", "H"], "coordinates": [[0.06827, 1.58850, 0.52555], [1.02000, 0.65656, 0.60301], [0.67086, -0.65528, 0.83260], [-0.08313, -0.98765, -0.33410], [-1.28693, -1.67448, -0.19555], [-1.05842, -0.12574, -0.68328], [-0.89656, 1.46638, 1.00579], [0.27304, 2.53019, 0.03775], [2.05901, 0.82711, 0.32177], [0.59180, -1.26142, -1.14323], [-1.35795, -2.36416, -0.97031]], "atomic_forces_ev_per_a": [[0.7, 0.5, 0.8], [-0.1, 0.9, -0.3], [-0.7, -0.2, -0.4], [1.4, -0.2, 0.6], [0.1, 0.6, 0.2], [-1.4, -2.5, -0.5], [0.1, -0.2, -0.5], [0.2, 0.3, 0.4], [-0.2, -0.1, -0.1], [0.2, -0.1, 0.0], [-0.3, 1.1, -0.1]], "homo_ha": -0.3485, "max_force_ev_per_a": 2.9, "smiles": "C=CO[C@H]1NO1", "e_above_lowest_ev": 5.225, "spin_multiplicity": 1, "e_lumo_ev": 0.375, "molar_mass_g_mol": 87.1}


Entry 8:
{"formula": "C3H2BrClF2", "method": "the ωB97M-V functional and the def2-TZVPD basis", "elements": ["C", "C", "C", "F", "F", "Cl", "Br", "H", "H"], "coordinates": [[-0.85995, 0.42720, -0.35765], [-0.13697, -0.26644, 0.78469], [0.23223, -0.48062, -0.66759], [0.62178, 0.39007, 1.71075], [-0.82274, -1.30267, 1.49076], [0.59101, -1.73422, -1.68444], [2.69674, 1.24851, -0.07801], [-1.83407, 0.23707, -0.75536], [-0.48803, 1.48110, -0.44314]], "atomic_forces_ev_per_a": [[1.2, 1.7, -0.1], [-0.6, -1.7, 0.8], [1.5, 0.3, 2.3], [-1.2, -0.7, -1.3], [1.2, 1.7, -1.6], [-0.2, 0.0, 0.0], [-0.5, -0.4, -0.6], [-0.7, -0.2, 0.3], [-0.7, -0.7, 0.1]], "homo_ha": [-0.3805, -0.3423], "max_force_ev_per_a": 2.8, "e_above_lowest_ev": 3.401, "spin_multiplicity": 1, "e_lumo_ev": [-1.710, -3.031], "molar_mass_g_mol": 191.4}